# 1
Density functional theory data (the ωB97M-V functional and the def2-TZVPD basis) for a cluster of 5 separate species, CH14N2O4 in total in a non-equilibrium geometry.

SMILES = NCN.O.O.O.O
Molar mass = 118.133 Da
HOMO level = -0.328 Eh
Energy relative to the best compared isomer or geometry (same formula, charge and spin) = 53.53 kcal/mol
Orbital gap = 8.926 eV

```
21
Properties=species:S:1:pos:R:3:forces:R:3
N 2.615 -1.799 0.525 1.8 0.6 -0.8
C 2.044 -1.042 1.662 2.0 1.7 0.8
N 0.679 -0.958 2.033 -1.4 -1.8 -1.0
H 2.120 -2.018 -0.306 -1.5 0.0 -0.4
H 3.490 -1.370 0.119 -1.2 -0.4 1.2
H 2.544 -1.504 2.489 0.2 -0.4 0.8
H 2.431 0.003 1.774 0.0 -0.5 -1.0
H 0.056 -0.621 1.272 0.9 -0.4 1.1
H 0.418 -1.920 2.277 -0.4 0.5 0.0
O -2.684 2.668 0.737 -0.2 0.4 -1.6
H -2.039 2.195 1.266 0.2 0.1 0.0
H -2.374 2.811 -0.202 -0.1 -0.1 1.8
O -0.286 0.695 0.202 -0.8 1.3 -0.3
H -0.798 1.535 0.208 0.9 -1.0 -0.4
H 0.284 0.697 -0.571 0.0 0.2 -0.1
O -3.207 0.301 -1.040 -0.1 -1.8 -2.0
H -3.057 -0.304 -0.335 0.2 -1.2 0.6
H -3.195 1.084 -0.569 -0.3 2.9 1.4
O 1.477 -0.385 -3.515 2.4 0.3 -1.2
H 1.795 -1.147 -3.041 -0.6 -0.2 0.4
H 0.610 -0.116 -3.333 -1.8 -0.1 0.8
```
Positions in Å, forces in eV/Å.


# 2
Density functional theory data (the ωB97M-V functional and the def2-TZVPD basis) for the ion C8H14OP with charge -1 in a non-equilibrium geometry.

Molar mass = 157.173 Da
Total charge = -1
HOMO level = -0.131 Eh
Energy relative to the best compared isomer or geometry (same formula, charge and spin) = 0.00 kcal/mol
Orbital gap = 7.391 eV

```
24
Properties=species:S:1:pos:R:3:forces:R:3
C 3.282 0.679 0.901 0.3 -0.5 0.0
C 2.696 -0.758 0.771 -0.1 0.3 1.3
O 1.309 -0.787 0.591 0.4 0.1 -0.3
P 0.763 -0.352 -1.032 -0.2 0.2 -0.6
C -1.020 -0.040 -0.388 0.7 -0.4 0.0
C -1.345 0.695 0.735 -0.1 0.1 -0.1
C -2.684 0.881 1.069 0.4 0.6 0.9
C -3.692 0.339 0.313 -1.0 -0.2 -0.5
C -3.382 -0.403 -0.824 0.0 0.1 0.3
C -2.049 -0.580 -1.141 -0.3 -0.5 -0.6
H 3.717 1.030 -0.042 -0.2 0.1 0.2
H 2.515 1.384 1.241 0.0 -0.2 -0.2
H 4.061 0.654 1.682 0.0 0.1 -0.4
H 3.257 -1.366 0.040 -0.2 0.3 -0.1
H 2.881 -1.233 1.755 -0.1 0.0 -0.3
H 1.094 1.046 -0.788 -0.1 0.2 0.1
H 2.098 -0.521 -1.616 0.1 -0.2 0.2
H 0.436 -1.757 -1.255 -0.1 -0.1 -0.1
H 0.274 -0.039 -2.378 0.0 0.1 0.0
H -0.556 1.145 1.336 -0.1 -0.1 -0.1
H -2.923 1.488 1.945 -0.1 -0.2 -0.1
H -4.743 0.495 0.557 0.2 0.1 0.1
H -4.174 -0.828 -1.442 0.2 0.1 0.1
H -1.815 -1.171 -2.032 0.2 0.1 0.2
```
Positions in Å, forces in eV/Å.


# 3
Density functional theory data (the ωB97M-V functional and the def2-TZVPD basis) for a structure of composition C18H32CoO6S2Sb in a non-equilibrium geometry.

2S+1 = 4
Molar mass = 589.275 Da
Total charge = -1
HOMO level (alpha / beta) = -0.138 / -0.207 Eh
Energy relative to the best compared isomer or geometry (same formula, charge and spin) = 0.00 kcal/mol
Orbital gap (alpha / beta) = 6.404 / 8.245 eV

```
60
Properties=species:S:1:pos:R:3:forces:R:3
Co 1.693 0.560 -0.633 0.0 3.1 -2.5
O 4.286 -1.707 -1.591 -0.6 1.1 0.2
S 4.568 -0.576 -0.712 3.6 -2.6 0.0
O 5.979 -0.162 -0.760 -1.5 0.1 -0.1
O 3.662 0.560 -0.740 -0.4 0.5 -0.3
C 4.438 -1.298 0.945 0.5 0.2 0.6
C 5.653 -1.780 1.490 -0.3 0.0 0.1
C 5.725 -2.290 2.787 -0.2 0.2 -0.6
C 4.581 -2.324 3.570 -0.5 0.3 -0.3
C 3.375 -1.858 3.045 0.1 0.1 -0.2
C 3.285 -1.343 1.730 0.3 -0.6 0.5
S 1.621 -0.885 1.179 1.3 -4.3 6.1
O 1.493 -1.412 -0.171 0.2 -0.2 -0.8
O 0.762 -1.603 2.134 1.1 1.2 -0.8
O 1.587 0.560 1.374 1.0 -0.3 -0.8
H 6.555 -1.748 0.883 -0.3 0.1 0.0
H 6.672 -2.649 3.173 0.0 0.0 -0.1
H 4.614 -2.714 4.582 0.0 0.1 -0.1
H 2.481 -1.897 3.665 0.1 0.0 -0.3
C -1.414 -2.221 0.611 0.3 0.1 -0.1
C -1.910 -1.471 -0.634 -0.9 -0.4 0.0
C -1.414 -2.220 -1.880 0.3 0.3 -0.3
C -3.453 -1.488 -0.634 -0.1 0.0 -0.1
Sb -0.951 0.560 -0.633 -0.6 -0.1 -0.3
C -1.651 1.585 1.229 -0.2 0.4 0.7
C -0.749 1.078 2.371 -0.1 0.2 0.2
C -1.438 3.102 1.120 0.2 0.2 -0.3
C -3.115 1.308 1.572 -0.2 -0.2 -0.2
C -1.650 1.587 -2.494 -0.3 0.3 -0.4
C -3.115 1.310 -2.837 -0.1 -0.1 0.0
C -0.750 1.081 -3.636 0.4 -0.3 0.2
C -1.438 3.103 -2.385 0.2 0.2 0.3
H -1.779 -3.271 0.614 0.0 0.5 -0.2
H -1.794 -1.738 1.531 0.3 -0.3 -0.3
H -0.304 -2.235 0.642 -1.6 -0.4 0.0
H -1.779 -3.270 -1.883 0.2 0.5 0.1
H -0.304 -2.234 -1.910 -0.6 -0.1 -0.1
H -1.794 -1.737 -2.798 0.2 -0.3 0.2
H -3.823 -2.536 -0.634 0.3 0.4 0.0
H -3.882 -1.001 -1.519 0.1 -0.1 0.2
H -3.882 -1.002 0.251 0.2 -0.1 -0.2
H 0.316 1.296 2.144 -1.7 0.1 0.7
H -0.847 -0.013 2.512 0.1 0.5 0.0
H -1.010 1.570 3.333 -0.2 -0.1 -0.5
H -0.394 3.335 0.820 -0.6 0.0 0.1
H -1.643 3.597 2.095 0.2 -0.4 -0.3
H -2.143 3.548 0.405 0.3 0.0 0.1
H -3.252 0.241 1.822 -0.1 0.4 -0.2
H -3.775 1.597 0.726 0.1 -0.2 0.5
H -3.418 1.880 2.476 0.2 -0.1 -0.5
H -3.252 0.244 -3.088 -0.1 0.4 0.2
H -3.418 1.882 -3.741 0.1 -0.1 0.4
H -3.775 1.598 -1.992 0.2 -0.3 -0.5
H -0.847 -0.010 -3.778 0.1 0.4 0.0
H 0.317 1.298 -3.409 -0.6 -0.1 -0.2
H -1.010 1.573 -4.598 0.0 -0.1 0.5
H -2.143 3.548 -1.668 0.3 -0.1 -0.1
H -1.643 3.599 -3.358 0.2 -0.4 0.3
H -0.394 3.336 -2.084 -0.6 0.0 -0.1
H 1.693 2.155 -0.633 -0.3 0.6 -0.6
```
Positions in Å, forces in eV/Å.